No. 1
66
Properties=species:S:1:pos:R:3:nbo_charge:R:1 method="wB97M-V/def2-TZVPD" max_force_ev_per_a=2.37 charge=-1 gap_ev=7.3 e_homo_ev=-5.270 lumo_ha=0.0735
C -0.42 0.96 -4.77 -0.617
C -1.05 1.61 -3.52 -0.390
C -0.49 1.03 -2.21 -0.396
C 0.97 1.44 -1.96 -0.406
C 2.01 0.31 -1.87 -0.390
C 1.69 -0.92 -1.03 -0.415
C 2.03 -0.83 0.46 -0.714
As 0.74 0.05 1.75 1.240
C -0.58 1.00 2.96 -0.737
C -1.33 2.12 2.25 0.088
C -0.73 3.50 2.48 -0.628
O -2.72 2.17 2.61 -0.743
C 0.45 -1.76 2.76 -1.065
S 0.27 -3.21 1.81 2.041
O 1.39 -4.09 2.02 -0.984
O -1.06 -3.75 1.94 -0.963
O -0.81 -0.40 0.52 -0.781
C -1.92 -0.64 1.04 0.622
N -2.94 -0.84 1.53 -0.636
H 0.39 1.57 -5.16 0.200
H -0.01 -0.02 -4.52 0.202
H -1.17 0.83 -5.55 0.202
H -2.11 1.39 -3.52 0.196
H -0.90 2.69 -3.54 0.189
H -0.63 -0.04 -2.26 0.198
H -1.10 1.41 -1.39 0.216
H 1.02 2.09 -1.09 0.212
H 1.27 2.07 -2.80 0.186
H 2.94 0.75 -1.51 0.195
H 2.22 -0.02 -2.89 0.195
H 2.36 -1.70 -1.42 0.197
H 0.69 -1.30 -1.22 0.211
H 2.35 -1.80 0.84 0.210
H 2.90 -0.18 0.55 0.208
H 0.91 1.39 0.95 -0.172
H 1.93 0.39 2.71 -0.148
H -1.27 0.31 3.45 0.219
H 0.03 1.43 3.75 0.211
H -1.30 1.92 1.17 0.163
H -1.44 4.09 3.05 0.220
H -0.58 4.03 1.55 0.204
H 0.21 3.46 3.03 0.201
H -2.99 1.27 2.82 0.482
H 1.34 -1.91 3.37 0.251
H -0.41 -1.73 3.42 0.255
H 0.37 -2.76 0.55 -0.031
C -5.82 -1.54 2.24 -0.135
C -6.01 -2.10 3.63 0.448
O -7.39 -1.91 3.87 -0.506
C -8.03 -1.88 2.66 0.971
O -9.20 -1.96 2.52 -0.583
O -7.13 -1.76 1.67 -0.488
F -5.30 -1.44 4.58 -0.325
H -5.62 -0.47 2.28 0.214
H -5.05 -2.02 1.66 0.251
H -5.78 -3.17 3.72 0.149
C 7.03 0.56 -2.75 -0.130
C 5.99 -0.51 -2.50 0.449
O 5.10 -0.32 -3.59 -0.489
C 5.81 0.23 -4.62 0.969
O 5.44 0.29 -5.74 -0.552
O 7.01 0.68 -4.17 -0.490
F 5.33 -0.31 -1.34 -0.317
H 6.73 1.50 -2.29 0.204
H 8.03 0.28 -2.41 0.205
H 6.36 -1.53 -2.53 0.152

---

No. 2
21
Properties=species:S:1:pos:R:3:nbo_charge:R:1 method="wB97M-V/def2-TZVPD" max_force_ev_per_a=2.65 e_above_lowest_ev=1.384 gap_ev=9.8 e_homo_ev=-9.070 smiles=NCCCCN.O lumo_ha=0.0284
N -2.61 -0.81 -0.06 -0.826
C -1.22 -0.80 -0.62 -0.233
C -0.15 -1.03 0.48 -0.429
C 0.06 0.20 1.36 -0.418
C 0.76 1.44 0.75 -0.215
N 2.16 1.33 0.39 -0.843
H -2.62 -0.23 0.77 0.345
H -2.83 -1.76 0.24 0.343
H -1.16 0.23 -0.96 0.196
H -1.18 -1.60 -1.35 0.197
H -0.55 -1.82 1.11 0.211
H 0.77 -1.30 -0.04 0.189
H 0.54 -0.06 2.31 0.202
H -0.89 0.62 1.71 0.190
H 0.17 1.71 -0.12 0.182
H 0.68 2.25 1.48 0.194
H 2.75 1.22 1.19 0.358
H 2.37 0.65 -0.33 0.356
O 0.96 0.30 -2.92 -0.914
H 0.83 -0.03 -2.03 0.455
H 1.17 -0.51 -3.35 0.462

---

No. 3
78
Properties=species:S:1:pos:R:3:lowdin_charge:R:1 method="wB97M-V/def2-TZVPD" max_force_ev_per_a=4.99 charge=-1 gap_ev="4.2 / 4.2" e_homo_ev="-2.490 / -2.490" lumo_ha="0.0646 / 0.0646"
P 0.78 -0.02 -1.51 1.050
C 2.38 0.22 -0.71 -0.463
C 3.45 0.14 -1.81 -0.233
C 4.85 0.16 -1.20 -0.215
C 5.04 1.36 -0.26 -0.215
C 3.97 1.46 0.84 -0.196
C 2.54 1.43 0.25 -0.192
C -0.22 1.42 -1.85 -0.486
C 0.40 2.07 -3.10 -0.243
C -0.56 3.14 -3.61 -0.218
C -0.94 4.14 -2.51 -0.212
C -1.44 3.51 -1.19 -0.193
C -0.46 2.42 -0.68 -0.191
C 0.58 -1.53 -2.55 -0.457
C 1.11 -2.74 -1.74 -0.232
C 0.97 -4.01 -2.59 -0.208
C -0.47 -4.25 -3.07 -0.213
C -1.15 -2.99 -3.64 -0.211
C -0.93 -1.75 -2.77 -0.244
H 2.42 -0.66 -0.02 0.069
H 3.31 0.99 -2.51 0.106
H 3.31 -0.78 -2.39 0.091
H 5.58 0.21 -2.02 0.098
H 5.02 -0.78 -0.66 0.115
H 6.03 1.31 0.21 0.097
H 5.01 2.28 -0.85 0.107
H 4.06 0.61 1.56 0.116
H 4.11 2.39 1.41 0.105
H 1.80 1.35 1.07 0.102
H 2.36 2.39 -0.27 0.096
H -1.24 1.05 -2.08 0.106
H -1.46 2.64 -3.99 0.110
H 0.55 1.29 -3.86 0.098
H 1.38 2.49 -2.84 0.109
H -0.08 3.66 -4.45 0.097
H -1.71 4.82 -2.89 0.095
H -0.05 4.76 -2.28 0.108
H -1.57 4.30 -0.42 0.109
H -2.42 3.03 -1.35 0.111
H -0.89 1.87 0.18 0.084
H 0.47 2.90 -0.34 0.092
H 1.12 -1.48 -3.55 0.115
H 2.17 -2.60 -1.44 0.098
H 0.53 -2.81 -0.79 0.086
H 1.62 -3.87 -3.48 0.105
H 1.35 -4.88 -2.04 0.103
H -1.07 -4.65 -2.24 0.108
H -0.46 -5.02 -3.84 0.095
H -2.23 -3.17 -3.76 0.102
H -0.72 -2.77 -4.62 0.105
H -1.39 -0.87 -3.26 0.100
H -1.40 -1.84 -1.77 0.048
Bi -1.25 -1.67 2.75 1.159
Cl -2.41 -0.77 0.50 -0.243
Cl 1.29 -2.32 2.10 -0.343
C -0.32 0.35 3.09 -0.417
H 0.78 0.32 2.98 -0.039
C -0.90 1.60 3.37 -0.403
C -2.21 1.99 2.89 -0.099
C -2.83 3.13 3.37 -0.138
C -2.19 3.96 4.30 -0.150
C -0.87 3.65 4.72 -0.138
C -0.22 2.53 4.25 -0.083
H -2.70 1.35 2.15 0.035
H -3.83 3.38 3.03 0.088
H -0.37 4.31 5.45 0.085
H 0.80 2.28 4.56 0.095
H -2.70 4.83 4.71 0.070
C -2.44 -4.87 3.21 -0.289
S -3.73 -3.56 3.13 0.882
C -4.78 -3.78 4.56 -0.284
O -3.07 -2.30 4.01 -0.836
H -2.94 -5.85 3.19 0.049
H -1.83 -4.77 4.11 0.064
H -1.78 -4.83 2.32 0.046
H -4.11 -3.73 5.43 0.066
H -5.42 -2.88 4.55 0.066
H -5.39 -4.67 4.53 0.045

---

No. 4
59
Properties=species:S:1:pos:R:3:nbo_charge:R:1 method="wB97M-V/def2-TZVPD" max_force_ev_per_a=0.99 e_above_lowest_ev=0.857 gap_ev=9.5 e_homo_ev=-8.833 smiles="CC(=O)NCC(=O)N(Cc1ccco1)C1(C(=O)NC2CCCC2)CCCCC1" lumo_ha=0.0238
C -5.20 -2.81 -0.98 -0.710
C -4.37 -1.85 -0.15 0.685
O -4.71 -0.71 0.10 -0.640
N -3.22 -2.38 0.30 -0.605
C -2.24 -1.62 1.05 -0.315
C -1.10 -1.17 0.13 0.686
O -0.26 -1.98 -0.19 -0.628
N -1.06 0.12 -0.28 -0.467
C -2.14 1.06 -0.07 -0.290
C -1.89 1.94 1.12 0.276
C -2.21 3.23 1.38 -0.305
C -1.71 3.52 2.68 -0.301
C -1.12 2.37 3.10 0.076
O -1.22 1.41 2.17 -0.433
C 0.11 0.52 -1.08 0.153
C 1.37 -0.15 -0.46 0.723
O 2.23 -0.68 -1.12 -0.652
N 1.46 0.09 0.87 -0.652
C 2.47 -0.50 1.74 -0.038
C 3.91 -0.22 1.27 -0.410
C 4.48 -1.58 0.87 -0.407
C 3.79 -2.54 1.83 -0.397
C 2.35 -2.03 1.84 -0.427
C 0.36 2.03 -1.05 -0.434
C 1.52 2.41 -1.97 -0.390
C 1.18 2.03 -3.41 -0.398
C 0.97 0.52 -3.50 -0.409
C -0.12 0.05 -2.53 -0.432
H -5.40 -3.72 -0.42 0.229
H -4.67 -3.07 -1.89 0.231
H -6.15 -2.33 -1.23 0.242
H -2.92 -3.29 -0.03 0.405
H -2.75 -0.81 1.56 0.235
H -1.79 -2.29 1.80 0.229
H -2.27 1.68 -0.96 0.225
H -3.09 0.52 0.06 0.280
H -2.74 3.90 0.74 0.230
H -1.79 4.44 3.21 0.231
H -0.60 2.12 4.01 0.206
H 0.63 0.43 1.34 0.407
H 2.30 -0.04 2.72 0.197
H 3.92 0.49 0.45 0.223
H 4.49 0.21 2.10 0.198
H 5.57 -1.61 0.94 0.202
H 4.18 -1.80 -0.15 0.227
H 3.86 -3.58 1.50 0.210
H 4.23 -2.46 2.83 0.186
H 1.80 -2.35 2.72 0.201
H 1.83 -2.39 0.95 0.239
H 0.57 2.36 -0.03 0.223
H -0.52 2.57 -1.40 0.200
H 2.43 1.90 -1.66 0.211
H 1.69 3.49 -1.90 0.209
H 1.99 2.33 -4.07 0.209
H 0.27 2.55 -3.72 0.185
H 0.68 0.24 -4.51 0.203
H 1.90 0.01 -3.25 0.237
H -0.16 -1.04 -2.53 0.237
H -1.09 0.44 -2.85 0.193

---

No. 5
190
Properties=species:S:1:pos:R:3:lowdin_charge:R:1 method="wB97M-V/def2-TZVPD" max_force_ev_per_a=3.35 gap_ev=9.7 e_homo_ev=-9.138 lumo_ha=0.0205
C 3.37 -1.41 -2.00 -0.068
O 4.41 -2.37 -2.26 -0.172
C 5.21 -2.19 -3.39 -0.232
C 6.45 -3.05 -3.34 -0.233
O 6.03 -4.36 -3.38 -0.210
C 7.06 -5.27 -3.30 -0.128
H 2.87 -1.70 -1.04 0.088
H 2.52 -1.50 -2.66 0.073
H 3.68 -0.36 -1.93 0.069
H 5.61 -1.09 -3.51 0.155
H 4.65 -2.36 -4.32 0.117
H 7.07 -2.91 -2.42 0.137
H 7.14 -2.85 -4.19 0.133
H 6.60 -6.26 -3.25 0.093
H 7.66 -5.06 -2.41 0.086
H 7.74 -5.18 -4.19 0.104
C 2.73 -4.83 -4.65 -0.144
O 1.95 -4.87 -3.53 -0.169
C 2.10 -6.15 -2.92 -0.216
C 1.48 -5.99 -1.59 -0.220
O 2.15 -4.98 -0.84 -0.202
C 3.50 -5.42 -0.41 -0.059
H 3.74 -4.40 -4.46 0.075
H 2.27 -4.14 -5.36 0.087
H 2.88 -5.78 -5.18 0.094
H 3.15 -6.41 -2.89 0.107
H 1.59 -6.92 -3.51 0.133
H 1.37 -6.91 -0.97 0.131
H 0.44 -5.60 -1.83 0.137
H 3.95 -4.58 0.15 0.089
H 4.16 -5.64 -1.27 0.070
H 3.43 -6.33 0.23 0.091
C 1.10 3.23 0.80 -0.093
O 2.07 4.16 1.07 -0.191
C 3.41 3.73 0.74 -0.135
C 3.85 3.85 -0.68 -0.211
O 3.85 2.64 -1.39 -0.195
C 3.26 2.73 -2.66 -0.088
H 1.51 2.24 0.99 0.082
H 0.82 3.21 -0.23 0.086
H 0.28 3.40 1.41 0.055
H 3.44 2.67 0.97 0.126
H 4.04 4.40 1.31 0.120
H 4.88 4.16 -0.63 0.123
H 3.38 4.66 -1.16 0.117
H 2.27 3.20 -2.61 0.080
H 3.27 1.71 -3.08 0.075
H 3.84 3.44 -3.32 0.106
C -1.59 -4.47 2.04 -0.104
O -0.63 -4.67 3.10 -0.196
C -0.68 -3.47 3.95 -0.168
C 0.41 -3.41 5.06 -0.197
O 1.63 -2.89 4.61 -0.191
C 2.40 -3.93 4.00 -0.090
H -2.62 -4.38 2.38 0.075
H -1.62 -5.33 1.39 0.080
H -1.29 -3.52 1.46 0.091
H -1.65 -3.39 4.44 0.117
H -0.58 -2.54 3.36 0.108
H 0.53 -4.39 5.50 0.122
H 0.02 -2.69 5.75 0.115
H 3.25 -3.48 3.58 0.055
H 1.82 -4.39 3.15 0.109
H 2.63 -4.68 4.73 0.083
C -5.02 1.02 0.92 -0.084
O -5.23 0.19 2.06 -0.183
C -4.20 -0.70 2.37 -0.195
C -3.16 0.00 3.25 -0.186
O -3.70 0.17 4.56 -0.187
C -2.80 0.75 5.50 -0.104
H -4.07 1.56 0.92 0.072
H -5.86 1.80 0.95 0.111
H -5.10 0.40 0.03 0.058
H -3.65 -0.95 1.44 0.109
H -4.61 -1.51 2.91 0.117
H -2.98 1.00 2.82 0.111
H -2.25 -0.60 3.31 0.112
H -2.27 -0.03 6.05 0.072
H -3.39 1.29 6.29 0.097
H -1.99 1.37 4.99 0.085
C 0.84 0.81 -4.87 -0.092
O 0.56 2.16 -4.53 -0.190
C -0.79 2.27 -4.11 -0.214
C -1.04 3.68 -3.71 -0.193
O -0.56 3.83 -2.37 -0.190
C -0.94 5.14 -1.88 -0.076
H 0.48 0.63 -5.84 0.070
H 0.49 0.06 -4.17 0.075
H 1.96 0.81 -4.87 0.095
H -1.06 1.58 -3.26 0.132
H -1.36 1.97 -5.00 0.128
H -2.07 3.91 -3.62 0.096
H -0.51 4.33 -4.46 0.150
H -0.34 5.88 -2.31 0.069
H -0.86 5.20 -0.78 0.095
H -1.98 5.37 -2.16 0.078
C -4.03 -2.58 -0.97 -0.106
O -4.33 -3.13 -2.24 -0.193
C -3.57 -2.74 -3.40 -0.176
C -2.38 -3.77 -3.61 -0.177
O -1.38 -3.71 -2.59 -0.208
C -0.40 -2.65 -2.63 -0.079
H -4.12 -1.53 -0.95 0.045
H -3.03 -2.86 -0.64 0.070
H -4.65 -3.03 -0.16 0.107
H -3.17 -1.68 -3.28 0.122
H -4.19 -2.75 -4.31 0.115
H -2.06 -3.55 -4.68 0.138
H -2.77 -4.72 -3.46 0.098
H 0.40 -3.03 -1.94 0.087
H -0.77 -1.71 -2.29 0.058
H 0.04 -2.59 -3.66 0.095
C -5.01 0.70 -3.53 -0.094
O -5.93 0.41 -2.50 -0.208
C -6.90 -0.51 -2.85 -0.215
C -7.62 -1.07 -1.59 -0.162
O -8.76 -0.37 -1.06 -0.189
C -8.52 0.65 -0.12 -0.113
H -5.42 1.40 -4.30 0.096
H -4.74 -0.21 -4.10 0.077
H -4.21 1.18 -3.03 0.071
H -6.42 -1.38 -3.31 0.115
H -7.63 -0.01 -3.52 0.140
H -6.88 -1.37 -0.86 0.108
H -8.03 -2.05 -1.88 0.126
H -7.64 1.26 -0.42 0.072
H -8.37 0.26 0.86 0.076
H -9.46 1.30 -0.12 0.109
C 1.25 0.66 3.63 -0.102
O 0.52 0.20 2.52 -0.196
C 1.40 -0.56 1.69 -0.188
C 0.56 -1.07 0.55 -0.222
O 0.21 -0.09 -0.36 -0.159
C -0.94 0.65 -0.09 -0.082
H 0.56 0.96 4.43 0.089
H 1.83 1.58 3.38 0.094
H 1.94 -0.06 3.98 0.062
H 1.84 -1.42 2.27 0.132
H 2.24 -0.01 1.31 0.109
H -0.26 -1.64 0.97 0.109
H 1.25 -1.78 0.04 0.109
H -1.83 0.06 -0.06 0.077
H -0.86 1.40 -0.84 0.073
H -0.92 1.17 0.84 0.065
C 5.46 0.11 0.12 -0.116
O 5.21 -0.46 1.36 -0.169
C 6.21 -1.33 1.82 -0.215
C 6.16 -1.53 3.29 -0.251
O 6.90 -0.54 3.91 -0.180
C 6.77 -0.53 5.30 -0.118
H 5.72 -0.51 -0.69 0.058
H 6.36 0.74 0.25 0.103
H 4.57 0.69 -0.13 0.072
H 7.14 -0.86 1.55 0.122
H 6.18 -2.28 1.29 0.127
H 6.61 -2.54 3.47 0.136
H 5.12 -1.63 3.67 0.129
H 7.28 0.33 5.70 0.077
H 7.33 -1.48 5.76 0.117
H 5.66 -0.69 5.57 0.104
C 3.28 5.33 4.17 -0.179
O 2.14 4.58 3.91 -0.132
H 3.49 5.19 5.26 0.093
H 4.10 4.94 3.61 0.057
H 3.20 6.38 3.95 0.071
H 2.20 4.44 2.93 0.043
O -2.81 3.99 0.37 0.112
C -3.70 4.46 -0.28 -0.458
O -4.09 3.85 -1.44 -0.009
C -5.01 4.74 -2.13 -0.126
C -5.32 5.97 -1.18 -0.116
C -4.65 5.59 0.15 -0.047
H -5.98 4.22 -2.25 0.123
H -4.59 5.02 -3.10 0.115
H -6.37 6.15 -1.15 0.101
H -4.83 6.86 -1.51 0.099
H -5.35 5.17 0.90 0.146
H -4.19 6.40 0.56 0.072
O -2.61 7.07 2.31 0.115
C -2.52 6.01 2.84 -0.506
O -3.56 5.25 3.26 0.013
C -3.11 4.00 3.74 -0.153
C -1.64 3.89 3.29 -0.147
C -1.20 5.37 3.17 -0.039
H -3.87 3.26 3.34 0.135
H -3.30 3.94 4.84 0.130
H -1.51 3.31 2.39 0.075
H -1.14 3.38 4.07 0.082
H -0.37 5.61 2.56 0.108
H -0.98 5.64 4.20 0.134

---

No. 6
81
Properties=species:S:1:pos:R:3:lowdin_charge:R:1 method="wB97M-V/def2-TZVPD" max_force_ev_per_a=0.20 charge=+1 e_above_lowest_ev=0.000 gap_ev=7.2 e_homo_ev=-10.008 lumo_ha=-0.1022
Au -0.03 -0.14 -0.08 0.937
C 1.55 1.75 -2.98 -0.096
C 0.53 0.77 -3.56 -0.511
C -0.76 1.47 -4.00 -0.084
P 0.28 -0.61 -2.38 1.017
C -0.84 -1.86 -3.14 -0.502
C -0.57 -3.24 -2.54 -0.114
C -2.31 -1.45 -3.03 -0.093
C 1.90 -1.39 -2.26 -0.325
C 2.48 -2.04 -3.35 -0.094
C 3.68 -2.71 -3.22 -0.073
C 4.29 -2.75 -1.97 -0.055
C 3.74 -2.09 -0.88 -0.031
C 2.55 -1.35 -1.02 -0.302
N 1.97 -0.64 0.03 -0.126
C 2.73 0.06 0.97 -0.300
C 4.09 0.35 0.83 -0.025
C 4.77 1.05 1.81 -0.059
C 4.13 1.50 2.96 -0.076
C 2.78 1.26 3.10 -0.094
C 2.08 0.57 2.11 -0.314
P 0.32 0.23 2.21 1.012
C 0.17 -1.26 3.28 -0.539
C 0.78 -1.06 4.67 -0.092
C 0.87 -2.44 2.61 -0.145
C -0.65 1.67 2.83 -0.508
C -0.90 1.77 4.34 -0.098
C -0.05 2.97 2.28 -0.100
H 1.82 2.48 -3.74 0.090
H 2.46 1.24 -2.65 0.075
H 1.13 2.29 -2.13 0.060
H 0.98 0.28 -4.43 0.116
H -1.34 1.82 -3.15 0.060
H -1.40 0.81 -4.59 0.067
H -0.51 2.33 -4.62 0.090
H -0.55 -1.88 -4.20 0.117
H -0.65 -3.23 -1.45 0.007
H 0.41 -3.62 -2.80 0.069
H -1.32 -3.94 -2.91 0.088
H -2.54 -1.01 -2.07 0.031
H -2.94 -2.34 -3.14 0.088
H -2.60 -0.74 -3.80 0.068
H 1.97 -2.04 -4.31 0.113
H 4.12 -3.23 -4.06 0.109
H 5.20 -3.31 -1.83 0.114
H 4.22 -2.14 0.08 0.117
H 4.62 0.04 -0.05 0.107
H 5.82 1.26 1.67 0.113
H 4.68 2.04 3.73 0.108
H 2.25 1.62 3.98 0.105
H -0.91 -1.45 3.37 0.068
H 1.85 -0.88 4.60 0.079
H 0.64 -1.98 5.24 0.092
H 0.33 -0.25 5.24 0.052
H 1.94 -2.26 2.55 0.082
H 0.50 -2.64 1.61 0.004
H 0.72 -3.33 3.22 0.091
H -1.61 1.50 2.34 0.094
H 0.02 1.95 4.89 0.075
H -1.38 0.87 4.74 0.075
H -1.57 2.61 4.52 0.091
H 0.83 3.26 2.86 0.077
H -0.79 3.76 2.35 0.093
H 0.25 2.88 1.24 0.056
I -2.38 -2.41 0.85 1.093
C -3.66 -0.82 0.42 -0.627
C -4.98 -1.11 0.58 -0.165
C -5.97 -0.14 0.35 -0.061
C -5.59 1.11 -0.03 -0.025
C -4.23 1.44 -0.21 -0.156
C -3.91 2.75 -0.62 -0.027
C -2.61 3.11 -0.82 -0.068
C -1.60 2.15 -0.64 -0.188
C -1.85 0.86 -0.24 -0.304
C -3.20 0.47 0.00 -0.246
H -5.28 -2.10 0.90 0.085
H -7.02 -0.39 0.49 0.114
H -6.33 1.88 -0.21 0.119
H -4.71 3.46 -0.76 0.119
H -2.35 4.12 -1.13 0.114
H -0.58 2.47 -0.84 0.067